1.
ORCA calculation (ωB97M-V/def2-TZVPD) on the molecule C3H6O3.

Geometry (Å):
O1 0.8367 -1.5717 -0.8786
O2 -1.0498 -0.9461 0.2199
O3 1.3646 0.9857 -0.6953
C1 -0.2984 -1.7662 -0.5073
C2 -0.4335 0.2362 0.8149
C3 0.1515 1.3144 -0.0832
H1 -1.2245 0.7087 1.4111
H2 1.3482 0.0241 -0.8470
H3 0.3147 2.1035 0.6633
H4 -0.5749 1.7157 -0.8101
H5 0.3716 -0.0986 1.4805
H6 -0.8062 -2.7057 -0.7684

As for the frontier orbital gap: 10.97 eV. The calculation puts the relative energy (zero: lowest compared OMol25 entry of this formula, charge and spin) at 100.6 kJ/mol. For the electronic energy, the calculation gives -9350.2737 eV. The HOMO energy is -10.2 eV. Its structure (SMILES) is O=COCCO.


2.
ORCA calculation (ωB97M-V/def2-TZVPD) on a cluster of 2 separate species, C3H6O3P in total at a distorted geometry.

Geometry (Å):
P1 -1.3985 -0.5872 0.1068
O1 -2.5774 -1.0103 -0.6518
O2 -1.2379 -0.9795 1.5226
O3 -0.7882 1.6516 -1.1801
C1 0.4280 1.4894 0.9582
C2 0.8455 -1.4661 -0.9705
C3 -0.4970 1.0292 -0.1768
H1 0.8345 -1.2231 -2.0389
H2 1.8413 -1.3338 -0.4565
H3 0.4660 -2.5449 -0.9178
H4 0.7167 0.6325 1.4118
H5 1.3022 2.1248 0.7676
H6 0.0649 2.2173 1.6253

As for the frontier orbital gap: 7.48 eV. The calculation puts the relative energy (zero: lowest compared OMol25 entry of this formula, charge and spin) at 268.4 kJ/mol. For the electronic energy, the calculation gives -18640.0289 eV. The HOMO energy is -3.5 eV. The charge is -1.


3.
ORCA calculation (ωB97M-V/def2-TZVPD) on a structure of composition C3H6O3S at a distorted geometry.

Geometry (Å):
S1 3.0554 -0.4118 0.1402
O1 1.0538 1.5676 0.3728
O2 -1.7413 1.3470 -0.1216
O3 1.6529 -0.6292 -0.5718
C1 -0.9442 0.2551 -0.4469
C2 0.5163 0.6665 -0.1350
C3 -1.2185 -0.9125 0.4872
H1 -0.9708 -0.4622 1.4974
H2 3.8726 -0.3393 -0.9001
H3 -0.8111 0.0890 -1.5738
H4 -0.5622 -1.7587 0.1882
H5 -2.2903 -0.8832 0.2465
H6 -1.6126 1.4717 0.8169

As for the frontier orbital gap: 8.88 eV. The calculation puts the relative energy (zero: lowest compared OMol25 entry of this formula, charge and spin) at 155.1 kJ/mol. For the electronic energy, the calculation gives -20183.3182 eV. The HOMO energy is -8.3 eV.


- Which of these has the highest frontier orbital gap?
  C3H6O3


- Number 2 is which compound?
  C3H6O3P


- Which value of relative energy (zero: lowest compared OMol25 entry of this formula, charge and spin) does entry 1 give?
  100.6 kJ/mol


- Among the records above, which one has the lowest relative energy (zero: lowest compared OMol25 entry of this formula, charge and spin)?
  C3H6O3